[1]
{
  "formula": "C4H12N2O2",
  "method": "the ωB97M-V functional and the def2-TZVPD basis",
  "gap_ha": 0.37383,
  "de_lowest_ev": 3.2428,
  "spin_multiplicity": 1,
  "homo_ev": -9.32,
  "total_charge": 0,
  "symbols": ["C", "C", "O", "N", "N", "O", "H", "H", "H", "H", "H", "H", "C", "C", "H", "H", "H", "H", "H", "H"],
  "coordinates": [[2.2098, 0.4862, -0.4111], [1.3660, -0.6791, 0.0147], [1.1535, -1.6771, -0.6565], [0.8369, -0.5994, 1.2540], [0.8693, 0.4690, 2.1001], [0.0011, -1.6831, 1.6449], [3.2507, 0.1707, -0.4420], [2.1000, 1.3196, 0.2739], [1.9194, 0.7759, -1.4181], [1.2410, 0.1982, 3.0091], [-0.0626, 0.8638, 2.2296], [0.0397, -2.2697, 0.8625], [-1.9084, 0.7014, -0.3953], [-1.8205, -0.0446, -1.7189], [-2.7883, 1.3413, -0.3726], [-1.9793, -0.0021, 0.4317], [-1.0286, 1.3261, -0.2498], [-2.7062, -0.6574, -1.8700], [-0.9495, -0.6952, -1.7381], [-1.7439, 0.6555, -2.5481]]
}

[2]
{
  "formula": "CHF3OS2",
  "method": "the ωB97M-V functional and the def2-TZVPD basis",
  "gap_ha": [0.28648, 0.28631],
  "de_lowest_ev": 0.0340,
  "spin_multiplicity": 1,
  "homo_ev": [-9.70, -9.70],
  "total_charge": 0,
  "symbols": ["F", "C", "F", "F", "S", "H", "O", "S"],
  "coordinates": [[-2.5604, -0.7629, -0.6248], [-1.6531, -0.0410, 0.0244], [-2.1742, 1.1186, 0.3728], [-1.3591, -0.6314, 1.2019], [-0.2142, 0.2437, -1.0183], [0.7157, -0.2518, -0.1061], [3.0414, 0.6021, 0.1634], [4.2039, -0.2772, -0.0133]]
}

What is the formula in the second record?
CHF3OS2

What did the second record say?
{
  "formula": "CHF3OS2",
  "method": "the ωB97M-V functional and the def2-TZVPD basis",
  "gap_ha": [0.28648, 0.28631],
  "de_lowest_ev": 0.0340,
  "spin_multiplicity": 1,
  "homo_ev": [-9.70, -9.70],
  "total_charge": 0,
  "symbols": ["F", "C", "F", "F", "S", "H", "O", "S"],
  "coordinates": [[-2.5604, -0.7629, -0.6248], [-1.6531, -0.0410, 0.0244], [-2.1742, 1.1186, 0.3728], [-1.3591, -0.6314, 1.2019], [-0.2142, 0.2437, -1.0183], [0.7157, -0.2518, -0.1061], [3.0414, 0.6021, 0.1634], [4.2039, -0.2772, -0.0133]]
}